# 1
Formula: C30H55F3N3O4S
Source: OMol25
Level of theory: ωB97M-V with the def2-TZVPD basis set

Its charge is +1. Its energy above the lowest of the compared OMol25 structures with the same formula, charge and spin is 12.8 kcal per mole. For the HOMO energy, the calculation gives -11.83 eV. The total energy is -2338.84761 hartree. The frontier orbital gap comes out at 7.79 eV.

Cartesian coordinates (Å):
C  2.692  -4.427  -4.256
C  1.700  -5.119  -3.300
C  0.258  -4.759  -3.667
C  -0.799  -5.691  -3.060
C  -0.621  -5.916  -1.531
C  -1.934  -5.771  -0.742
C  -2.073  -4.426  -0.021
C  -2.580  -3.288  -0.932
C  -2.070  -1.953  -0.389
C  -2.710  -0.728  -1.049
C  -2.652  0.481  -0.110
C  -3.022  1.810  -0.802
C  -1.854  2.796  -0.881
C  -1.322  3.213  0.500
C  0.002  2.461  0.871
C  1.173  3.405  1.138
N  2.444  2.776  0.713
N  2.635  2.838  -0.607
C  3.730  2.303  -1.069
C  3.893  2.450  -2.580
C  5.071  1.724  -3.196
O  5.051  0.322  -2.952
C  6.471  2.375  -2.907
N  7.581  1.439  -2.839
C  4.703  1.637  -0.319
C  4.493  1.582  1.012
O  5.375  0.971  1.835
C  3.325  2.201  1.508
C  3.115  2.199  3.014
C  1.961  1.304  3.506
C  2.118  0.986  5.014
S  2.416  2.490  5.998
H  2.919  -5.054  -5.114
H  2.303  -3.464  -4.586
H  3.618  -4.233  -3.714
H  1.837  -6.196  -3.414
H  1.931  -4.842  -2.273
H  0.188  -4.858  -4.754
H  0.057  -3.718  -3.402
H  -1.782  -5.249  -3.220
H  -0.749  -6.652  -3.568
H  0.163  -5.279  -1.124
H  -0.279  -6.944  -1.408
H  -2.798  -6.006  -1.364
H  -1.921  -6.543  0.032
H  -2.729  -4.541  0.842
H  -1.082  -4.159  0.356
H  -3.669  -3.333  -0.910
H  -2.220  -3.477  -1.944
H  -2.317  -1.919  0.676
H  -0.990  -1.937  -0.552
H  -2.214  -0.467  -1.988
H  -3.755  -0.945  -1.273
H  -3.412  0.290  0.648
H  -1.700  0.512  0.423
H  -3.832  2.299  -0.262
H  -3.338  1.578  -1.819
H  -1.074  2.401  -1.536
H  -2.220  3.702  -1.369
H  -1.110  4.279  0.556
H  -2.047  2.901  1.249
H  -0.174  1.726  1.651
H  0.270  1.891  -0.019
H  1.239  3.813  2.141
H  1.059  4.249  0.463
H  2.977  2.019  -2.990
H  3.863  3.509  -2.836
H  4.959  1.837  -4.279
H  4.800  -0.126  -3.762
H  6.420  2.898  -1.948
H  6.660  3.145  -3.651
H  7.585  0.899  -3.695
H  7.480  0.817  -2.050
H  5.575  1.179  -0.748
H  5.077  0.078  2.055
H  2.981  3.238  3.308
H  4.040  1.881  3.483
H  1.888  0.387  2.922
H  1.053  1.897  3.454
H  1.141  0.647  5.347
H  2.857  0.212  5.198
H  3.734  2.418  6.238
C  -6.344  4.126  4.235
C  -7.315  2.968  4.291
O  -7.227  2.161  3.099
C  -6.263  1.256  3.076
O  -5.462  1.046  3.939
C  -6.340  0.454  1.768
F  -6.539  1.247  0.709
F  -7.345  -0.424  1.808
F  -5.211  -0.227  1.555
H  -6.502  4.713  3.329
H  -6.475  4.773  5.101
H  -5.313  3.772  4.219
H  -8.338  3.335  4.325
H  -7.158  2.353  5.176

Results of the Löwdin charge analysis, in e, for atoms 1 through 4: C -0.115; C -0.269; C -0.234; C -0.202


# 2
Formula: C30H55F6N10P
Source: OMol25
Level of theory: ωB97M-V with the def2-TZVPD basis set

Its charge is +4. Its energy above the lowest of the compared OMol25 structures with the same formula, charge and spin is 54.5 kcal per mole. For the HOMO energy, the calculation gives -16.55 eV. The total energy is -2663.12114 hartree. The frontier orbital gap comes out at 9.29 eV.

Cartesian coordinates (Å):
C  1.752  -6.427  4.502
C  1.700  -7.758  3.636
N  0.604  -8.455  4.039
C  -0.673  -8.034  3.810
C  -1.521  -8.970  4.355
N  -0.728  -10.044  4.812
C  0.612  -9.639  4.712
C  -1.152  -11.353  5.210
H  2.588  -6.247  5.178
H  0.832  -5.922  4.797
H  2.047  -5.686  3.758
H  2.602  -8.354  3.776
H  1.674  -7.643  2.552
H  -0.886  -7.100  3.312
H  -2.592  -9.099  4.414
H  1.526  -10.179  4.908
H  -0.894  -12.004  4.374
H  -2.230  -11.395  5.367
H  -0.704  -11.765  6.114
C  4.091  4.663  -0.585
C  3.481  5.031  -1.934
N  3.780  4.130  -2.984
C  3.152  2.992  -3.361
C  3.885  2.487  -4.394
N  4.886  3.355  -4.760
C  4.687  4.478  -3.973
C  5.731  3.183  -5.925
H  3.518  3.821  -0.197
H  4.037  5.421  0.196
H  5.148  4.399  -0.633
H  3.741  6.056  -2.199
H  2.409  5.185  -1.812
H  2.297  2.575  -2.849
H  3.783  1.603  -5.006
H  5.396  5.293  -3.982
H  6.700  2.836  -5.564
H  6.001  4.143  -6.364
H  5.341  2.707  -6.825
C  -1.173  -10.554  -1.083
C  -0.582  -10.118  -2.435
N  -0.487  -8.657  -2.537
C  -1.481  -7.715  -2.498
C  -0.902  -6.398  -2.667
N  0.389  -6.628  -2.889
C  0.657  -7.895  -2.582
C  1.319  -5.503  -3.212
H  -1.240  -11.639  -1.166
H  -2.134  -10.053  -0.968
H  -0.525  -10.340  -0.233
H  -1.243  -10.496  -3.215
H  0.394  -10.547  -2.666
H  -2.548  -7.877  -2.515
H  -1.358  -5.419  -2.643
H  1.632  -8.355  -2.521
H  2.203  -5.555  -2.577
H  0.859  -4.553  -2.940
H  1.735  -5.473  -4.219
C  -0.026  6.006  -6.830
C  -1.314  6.584  -6.274
N  -1.670  6.103  -4.919
C  -2.064  4.799  -4.573
C  -2.290  4.615  -3.265
N  -2.024  5.873  -2.658
C  -1.676  6.704  -3.712
C  -2.173  6.264  -1.302
H  0.161  5.935  -7.902
H  0.047  4.971  -6.497
H  0.827  6.526  -6.393
H  -1.950  6.163  -7.052
H  -1.113  7.651  -6.174
H  -2.231  4.079  -5.360
H  -2.575  3.732  -2.712
H  -1.402  7.737  -3.561
H  -1.983  5.469  -0.580
H  -3.175  6.672  -1.166
H  -1.539  7.124  -1.089
C  -2.762  10.225  5.077
C  -2.133  9.054  5.848
N  -2.799  7.800  5.612
C  -4.142  7.601  5.650
C  -4.394  6.288  5.351
N  -3.179  5.629  5.262
C  -2.238  6.538  5.547
C  -2.953  4.189  4.929
H  -3.830  10.308  5.282
H  -2.786  10.043  4.003
H  -2.315  11.199  5.274
H  -2.105  9.147  6.934
H  -1.088  8.907  5.577
H  -4.849  8.386  5.870
H  -5.299  5.776  5.058
H  -1.172  6.362  5.568
H  -3.185  3.597  5.814
H  -1.876  4.132  4.770
H  -3.591  3.940  4.082
P  0.423  -0.925  0.811
F  1.767  -0.851  -0.144
F  0.745  -2.596  0.869
F  1.157  -0.748  2.223
F  -0.987  -1.133  1.587
F  0.141  0.719  0.745
F  -0.515  -1.101  -0.486

Results of the Löwdin charge analysis, in e, for atoms 1 through 4: C -0.024; C -0.178; N -0.125; C -0.003